(1)
{
  "formula": "C2H2N2O3",
  "method": "ωB97M-V/def2-TZVPD",
  "symbols": ["O", "H", "N", "O", "C", "O", "N", "C", "H"],
  "positions_angstrom": [[2.526, 1.306, 1.029], [0.651, -1.042, -0.752], [0.688, 0.835, -0.080], [-2.452, 0.228, 0.157], [-0.025, -0.187, -0.639], [-1.410, -1.462, 1.127], [1.900, 0.480, 0.346], [-1.452, -0.462, 0.378], [-0.426, 0.305, -1.567]],
  "relative_energy_kcal_mol": 18.44,
  "orbital_gap_ev": 6.15,
  "e_homo_ha": 0.046,
  "spin_multiplicity": 1,
  "smiles": "O=C([O-])C/N=N/[O-]",
  "fmax_ev_per_a": 5.5,
  "total_charge": -2
}


(2)
{
  "formula": "C16H22N2O2",
  "method": "ωB97M-V/def2-TZVPD",
  "symbols": ["H", "C", "H", "H", "H", "C", "N", "H", "C", "N", "H", "C", "H", "C", "O", "H", "H", "H", "H", "C", "H", "H", "H", "C", "C", "H", "O", "C", "C", "C", "H", "H", "H", "C", "C", "H", "C", "H", "H", "C", "H", "C"],
  "positions_angstrom": [[-1.930, -0.066, 0.840], [1.806, -2.164, 1.938], [-0.991, 0.992, -1.079], [-2.182, -3.642, -1.354], [2.951, 3.881, 0.475], [1.478, -1.031, 0.981], [3.937, 1.230, 1.947], [4.821, 1.291, 2.568], [-3.886, 0.054, -1.674], [-2.904, 0.463, -0.875], [-1.585, 0.635, -3.430], [3.809, -1.222, 2.723], [-1.086, -2.345, 1.496], [2.186, 0.014, 1.205], [0.385, -1.075, 0.254], [-3.847, 0.451, -4.134], [4.745, -1.291, 3.425], [4.510, 3.532, 0.485], [-4.199, 2.024, -2.640], [3.571, 3.417, 0.914], [3.219, -3.032, 3.084], [-4.972, 0.105, -1.505], [-0.008, -3.080, -0.306], [2.931, -2.088, 2.838], [-3.674, 0.987, -2.936], [3.733, 3.890, 1.966], [-2.606, -2.716, -0.807], [3.458, -0.086, 2.037], [-1.899, 1.380, -1.276], [-2.203, 1.268, -2.952], [-1.836, 2.054, -3.378], [1.401, 1.613, 0.051], [1.133, -3.238, 1.902], [-2.598, -0.583, 0.169], [2.019, 1.190, 0.613], [-3.622, -0.956, -2.320], [3.099, 1.995, 1.065], [-1.386, -1.522, -1.493], [-2.026, 2.203, -1.015], [-0.568, -2.064, 0.407], [-3.405, -0.925, 0.437], [-1.776, -1.542, -0.646]],
  "relative_energy_kcal_mol": 392.29,
  "orbital_gap_ev": 8.24,
  "e_homo_ha": -0.277,
  "spin_multiplicity": 1,
  "fmax_ev_per_a": 15.4
}


(3)
{
  "formula": "C5H9NS2",
  "method": "ωB97M-V/def2-TZVPD",
  "symbols": ["H", "C", "H", "H", "H", "H", "H", "C", "C", "H", "N", "S", "S", "C", "H", "H", "C"],
  "positions_angstrom": [[-2.809, -2.028, 0.785], [0.796, 1.432, 0.355], [1.805, 2.003, 0.242], [-3.914, -0.446, 0.462], [0.696, 1.210, 1.520], [3.449, 0.019, -0.805], [1.092, 0.307, -1.458], [2.719, -0.424, -0.036], [-2.904, -1.120, 0.102], [-3.410, -1.416, -0.955], [-1.931, 1.031, -0.194], [-0.781, 2.236, -0.216], [0.010, -1.111, -0.163], [-1.656, -0.249, -0.153], [2.954, 0.110, 1.090], [2.741, -1.691, -0.115], [1.143, 0.136, -0.460]],
  "relative_energy_kcal_mol": 80.22,
  "orbital_gap_ev": 8.77,
  "e_homo_ha": -0.297,
  "spin_multiplicity": 1,
  "smiles": "CC1=NSC[C@@H](C)S1",
  "fmax_ev_per_a": 4.8
}


(4)
{
  "formula": "C14H39KNO6",
  "method": "ωB97M-V/def2-TZVPD",
  "symbols": ["C", "O", "H", "H", "H", "H", "H", "H", "H", "C", "O", "N", "H", "H", "H", "H", "C", "H", "H", "H", "H", "C", "H", "H", "H", "H", "H", "C", "H", "H", "H", "H", "O", "C", "O", "H", "C", "C", "H", "O", "H", "H", "C", "H", "H", "C", "H", "H", "K", "H", "C", "H", "C", "H", "C", "H", "H", "O", "H", "C", "H"],
  "positions_angstrom": [[11.209, -6.037, 24.787], [14.228, -8.921, 22.633], [18.346, -5.430, 24.213], [11.470, -4.238, 25.903], [11.827, -6.762, 24.240], [17.158, -2.024, 23.156], [9.017, -8.089, 26.092], [9.811, -6.075, 21.224], [18.004, -6.953, 21.956], [10.615, -6.738, 20.898], [15.723, -3.515, 23.655], [13.017, -4.397, 24.467], [12.400, -3.938, 23.796], [14.362, -10.200, 19.510], [11.916, -5.351, 20.639], [18.009, -6.370, 25.630], [10.522, -8.131, 21.528], [15.816, -6.132, 17.431], [18.008, -8.008, 23.823], [8.850, -7.169, 24.616], [16.762, -4.012, 19.390], [16.948, -4.955, 18.870], [14.086, -5.203, 19.426], [17.266, -5.748, 19.546], [13.028, -10.315, 20.647], [11.006, -8.869, 20.890], [12.644, -5.483, 26.277], [12.110, -5.008, 25.454], [13.136, -2.508, 25.499], [16.676, -5.471, 24.914], [15.044, -1.704, 24.337], [16.323, -7.641, 24.063], [14.745, -5.871, 19.239], [14.857, -9.535, 21.488], [17.166, -6.760, 22.385], [17.731, -4.714, 18.151], [17.275, -7.203, 23.741], [15.635, -5.415, 18.234], [10.501, -5.542, 24.111], [11.883, -6.138, 21.200], [10.104, -8.438, 24.752], [15.656, -8.852, 21.188], [17.572, -6.040, 24.685], [15.198, -4.558, 17.705], [16.216, -2.635, 21.822], [16.656, -2.925, 22.786], [9.473, -8.390, 21.653], [15.307, -10.490, 21.759], [14.343, -5.978, 22.329], [13.440, -8.730, 20.066], [14.641, -2.662, 23.987], [10.521, -6.948, 19.827], [13.873, -9.691, 20.341], [14.045, -2.420, 23.095], [13.772, -3.288, 25.061], [11.065, -8.193, 22.473], [13.991, -9.614, 23.256], [10.506, -6.708, 25.810], [14.389, -3.647, 25.887], [9.586, -7.631, 25.284], [17.410, -3.690, 22.608]],
  "relative_energy_kcal_mol": 6.49,
  "orbital_gap_ev": 9.57,
  "e_homo_ha": -0.453,
  "spin_multiplicity": 1,
  "fmax_ev_per_a": 1.8,
  "total_charge": 1
}


(5)
{
  "formula": "C5H3F",
  "method": "ωB97M-V/def2-TZVPD",
  "symbols": ["H", "C", "C", "H", "C", "C", "F", "H", "C"],
  "positions_angstrom": [[-0.820, -1.069, 1.012], [1.974, -0.298, -0.084], [-1.193, -0.117, 0.612], [-1.004, 0.272, -1.735], [-0.248, 1.110, 0.469], [0.865, 0.195, -0.405], [3.245, -0.350, 0.223], [-2.305, 0.078, 0.649], [-0.514, 0.178, -0.741]],
  "relative_energy_kcal_mol": 102.19,
  "orbital_gap_ev": [8.09, 8.10],
  "e_homo_ha": [-0.324, -0.324],
  "spin_multiplicity": 1,
  "fmax_ev_per_a": 3.1
}


(6)
{
  "formula": "C25H32BClN6O2PdTe",
  "method": "ωB97M-V/def2-TZVPD",
  "symbols": ["H", "H", "H", "H", "H", "N", "C", "B", "C", "H", "H", "N", "H", "H", "C", "N", "H", "N", "H", "H", "H", "H", "H", "H", "C", "C", "H", "C", "C", "Te", "C", "C", "C", "H", "C", "H", "C", "C", "C", "C", "H", "H", "H", "Pd", "O", "C", "H", "C", "H", "C", "O", "C", "C", "H", "N", "C", "C", "H", "C", "N", "H", "C", "H", "H", "H", "H", "H", "Cl", "C"],
  "positions_angstrom": [[5.566, 0.302, -0.961], [-4.911, -1.135, 2.306], [-0.606, 3.926, -1.120], [-0.484, -4.397, -0.689], [-4.868, 2.813, 2.383], [-1.956, 1.205, 1.784], [-2.942, 2.131, 1.807], [-1.866, -0.157, 2.503], [-4.241, 1.931, 2.515], [3.585, -1.282, 3.160], [-1.126, -0.742, -6.027], [-1.225, -1.701, 0.633], [3.661, 0.315, -3.573], [3.092, -0.220, 1.822], [0.664, -0.561, -4.873], [-2.143, -1.343, 1.556], [3.762, -0.044, -6.159], [-0.491, -0.305, 3.181], [-0.028, -2.798, -1.287], [-4.092, -2.147, 3.481], [-1.987, -1.099, 5.485], [-5.078, -2.889, 2.213], [5.354, 0.761, 0.763], [0.013, 4.615, 0.384], [-0.236, -0.302, 4.510], [1.654, -0.355, 3.370], [2.475, -0.137, -8.272], [3.072, -0.350, 2.905], [2.740, -0.261, -3.583], [1.284, 0.706, -2.307], [-1.299, -0.254, 5.559], [-0.051, -0.606, -6.062], [-2.953, -3.122, 0.534], [-1.458, -3.624, -1.945], [-0.876, -3.438, -1.039], [-0.996, -0.405, -3.469], [-2.501, 3.225, 1.090], [-0.221, 3.678, -0.128], [0.596, -0.459, -7.287], [-1.692, -2.768, 0.016], [-4.788, 1.070, 2.126], [0.216, -1.641, -3.081], [-3.042, 4.141, 0.909], [0.712, 0.011, -0.005], [3.874, 1.933, -1.767], [2.058, -0.362, -4.910], [-1.899, 0.656, 5.489], [1.132, -0.340, 4.679], [0.023, -0.484, -8.207], [-1.205, 2.876, 0.657], [4.110, 2.984, 0.219], [-3.199, -2.188, 1.522], [0.064, -0.649, -3.507], [3.631, 0.477, 3.347], [-0.900, 1.664, 1.078], [5.499, 1.121, -0.253], [-4.380, -2.079, 2.430], [-4.101, 1.766, 3.586], [1.967, -0.266, -7.323], [0.676, -0.338, 2.487], [2.908, -1.249, -3.148], [4.375, 2.127, -0.634], [1.669, -0.339, 5.615], [-2.715, -0.180, 3.358], [-3.591, -3.942, 0.242], [0.711, 3.126, -0.249], [-0.831, -0.279, 6.545], [7.146, 1.896, -0.251], [2.692, -0.217, -6.135]],
  "orbital_gap_ev": 4.91,
  "e_homo_ha": -0.023,
  "spin_multiplicity": 1,
  "fmax_ev_per_a": 0.5,
  "total_charge": -2
}


(7)
{
  "formula": "C16H50O9",
  "method": "ωB97M-V/def2-TZVPD",
  "symbols": ["H", "H", "C", "H", "C", "H", "H", "H", "H", "C", "C", "H", "O", "H", "C", "H", "C", "H", "H", "H", "H", "H", "O", "H", "C", "H", "H", "C", "O", "H", "H", "H", "H", "H", "C", "H", "O", "H", "C", "H", "H", "H", "H", "O", "O", "H", "H", "H", "H", "H", "C", "O", "C", "C", "H", "H", "H", "O", "H", "H", "H", "H", "H", "H", "H", "H", "H", "H", "H", "C", "C", "C", "O", "H", "H"],
  "positions_angstrom": [[-0.660, -5.360, 1.203], [4.087, 3.573, -2.076], [0.674, -0.291, -0.356], [-1.440, 2.353, -1.912], [-1.603, 0.911, 2.685], [-1.227, 3.443, 0.956], [0.019, 0.353, -3.082], [-4.285, -1.890, -3.261], [3.643, 3.574, -3.814], [3.284, 3.838, -2.828], [-0.240, -1.523, -0.718], [1.615, -0.439, -0.840], [-0.237, 1.443, -4.754], [-0.196, 3.672, -0.507], [-3.235, -2.175, -3.058], [-2.209, 1.807, 2.894], [2.041, 3.119, -2.393], [0.932, -1.118, 2.772], [-0.337, -1.611, -1.786], [-1.700, 0.403, -3.511], [0.284, 0.650, -0.849], [3.112, 4.868, -2.788], [0.913, 3.338, -3.247], [-0.547, 0.963, 2.975], [2.718, -1.755, 3.350], [0.541, -3.151, 3.606], [3.171, -0.826, 3.010], [3.105, 1.747, 1.361], [-1.512, -1.241, 3.512], [5.222, 1.568, 1.020], [0.297, 2.107, -4.218], [-2.735, -1.338, -2.610], [-1.652, 0.780, 1.626], [0.919, 4.305, -3.442], [-1.562, -4.726, 1.393], [-0.205, 2.194, 0.540], [0.808, -3.131, 2.677], [-1.406, -3.603, 1.310], [1.542, -1.894, 2.430], [0.732, -0.050, 0.705], [1.960, -1.805, 1.372], [4.477, 2.858, 0.242], [-0.552, -0.594, -4.305], [-1.887, -5.076, 2.744], [-3.687, -2.793, -0.891], [2.656, -1.800, 4.415], [-1.146, -4.984, 3.340], [-2.734, -2.381, -4.023], [2.186, 2.023, -2.304], [-1.480, -0.987, 0.635], [-0.703, 0.366, -3.860], [-1.481, -1.464, -0.165], [-3.292, -3.343, -2.107], [-2.333, -0.155, 3.476], [4.268, 1.220, -0.423], [-3.954, -4.078, -2.484], [-2.103, 1.283, -0.634], [-2.918, 3.174, -0.685], [3.404, -2.601, 3.196], [-3.000, -2.315, -0.469], [2.295, 2.536, 2.889], [-3.306, -0.445, 3.048], [-3.675, 2.756, -1.226], [1.796, 3.543, -1.410], [-0.750, -1.169, 4.154], [2.278, 2.215, 0.936], [0.309, -2.472, -0.429], [-2.316, -4.969, 0.642], [-2.429, -3.847, -1.931], [4.329, 1.844, 0.478], [-0.769, 2.925, 0.081], [-1.838, 2.299, -0.894], [3.214, 2.449, 2.573], [-2.443, 0.174, 4.452], [2.953, 0.729, 1.592]],
  "relative_energy_kcal_mol": 119.87,
  "orbital_gap_ev": 9.67,
  "e_homo_ha": -0.350,
  "spin_multiplicity": 1,
  "smiles": "CCO.CCO.CCO.CCO.CCO.CCO.CCO.CO.CO",
  "fmax_ev_per_a": 4.1
}


(8)
{
  "formula": "C5H10",
  "method": "ωB97M-V/def2-TZVPD",
  "symbols": ["C", "H", "H", "H", "C", "H", "H", "C", "H", "H", "H", "C", "H", "C", "H"],
  "positions_angstrom": [[-0.399, -0.402, -0.550], [-0.362, -0.965, -1.494], [0.483, -1.893, 0.724], [-2.321, -0.261, -1.432], [-1.830, 0.197, -0.585], [-1.452, 0.883, 2.631], [1.989, -1.180, -0.713], [0.645, -0.885, 0.311], [-0.339, 1.665, 0.149], [-0.475, 1.579, -1.636], [2.199, 0.551, -0.153], [1.995, -0.447, 0.180], [2.721, -0.778, 0.892], [-0.688, 1.072, -0.695], [-2.166, 0.864, 2.373]],
  "relative_energy_kcal_mol": 99.64,
  "orbital_gap_ev": [7.29, 8.93],
  "e_homo_ha": [-0.512, -0.571],
  "spin_multiplicity": 2,
  "s_squared": 0.75,
  "fmax_ev_per_a": 2.0,
  "total_charge": 1
}